Below is a structure of composition C23H25N3O6S2Tc, with properties calculated with ωB97M-V/def2-TZVPD.

Atoms and positions in Å:
Tc -0.0293 0.9166 -1.4277
O -3.3766 6.0747 -2.1594
C -2.6767 4.9304 -2.0183
C -3.1470 3.7042 -2.4947
C -2.3517 2.5967 -2.3072
N -1.1803 2.6936 -1.6940
C -0.7294 3.8442 -1.2136
C -1.4487 5.0076 -1.3582
C 0.5990 3.6749 -0.4955
O 1.1586 4.6211 0.0110
O 0.9937 2.4351 -0.4793
C -2.6829 1.1696 -2.7141
O -3.7404 0.9047 -3.2383
O -1.7344 0.3261 -2.4119
H -4.2004 5.9041 -2.6301
H -4.1010 3.5957 -2.9953
H -1.0725 5.9418 -0.9669
C 1.3126 -0.1760 -2.3857
C 1.3244 -0.4495 -1.0881
C 1.9414 -1.1491 0.0266
C 1.3012 -2.2259 0.6398
C 1.8753 -2.8450 1.7376
C 3.0798 -2.3824 2.2533
C 3.7101 -1.3005 1.6564
C 3.1482 -0.6862 0.5462
H 0.3695 -2.5904 0.2249
H 1.3844 -3.6967 2.1926
H 3.5254 -2.8657 3.1131
H 4.6481 -0.9327 2.0522
H 3.6362 0.1611 0.0817
C 3.6143 -3.7578 -5.2846
O 2.9994 -2.4847 -5.0517
C 2.5152 -2.2370 -3.8398
S 2.5708 -3.2170 -2.5501
S 1.7710 -0.6289 -3.9583
H 3.9120 -3.7407 -6.3280
H 2.9012 -4.5577 -5.0928
H 4.4767 -3.8813 -4.6322
C -1.5243 -2.3688 3.7508
C -2.3488 -1.1828 3.2689
N -1.5597 -0.1809 2.5585
C -0.7579 0.7337 3.3707
C 0.7338 0.4144 3.3774
C -1.4878 -0.1368 1.2104
C -2.2394 -1.1637 0.4157
N -0.8069 0.7694 0.5776
H -2.1656 -3.0986 4.2464
H -0.7585 -2.0548 4.4603
H -1.0244 -2.8568 2.9131
H -2.8202 -0.6845 4.1184
H -3.1576 -1.5207 2.6267
H -1.1539 0.6801 4.3847
H -0.9325 1.7597 3.0330
H 0.9228 -0.5598 3.8269
H 1.2684 1.1703 3.9538
H 1.1559 0.3966 2.3725
H -3.3140 -0.9891 0.4951
H -2.0337 -2.1721 0.7739
H -1.9641 -1.0839 -0.6311
H -0.3283 1.4323 1.1763

Values from the calculation:
2S+1 ... 2
⟨S²⟩ ... 0.76
Kohn-Sham gap (alpha / beta) ... 7.508 / 7.414 eV
HOMO (alpha / beta) ... -7.54 / -7.78 eV

How is the electron density shared among the atoms? According to Löwdin, the charges in e are: 1.49, 0.09, -0.27, 0.08, -0.16, 0.01, -0.15, 0.09, -0.57, 0.08, -0.17, -0.56, 0.09, -0.18, 0.12, 0.13, 0.14, -0.65, -0.30, -0.28, -0.07, -0.09, -0.10, -0.08, -0.03, 0.11, 0.10, 0.10, 0.10, 0.12, -0.09, -0.23, -1.12, 0.77, 0.98, 0.09, 0.08, 0.08, -0.06, -0.21, -0.07, -0.19, -0.06, -0.38, 0.00, 0.05, 0.08, 0.07, 0.06, 0.12, 0.10, 0.12, 0.12, 0.07, 0.08, 0.06, 0.10, 0.08, 0.06, 0.05

***

Below is a structure of composition C12H30KN2O4 in a non-equilibrium geometry, with properties calculated with ωB97M-V/def2-TZVPD.

Atoms and positions in Å:
K -22.2403 -24.6302 -4.5957
C -20.4918 -19.6644 -3.2153
O -21.4840 -20.5762 -2.8007
C -20.9445 -21.7604 -2.2674
C -22.0841 -22.5717 -1.7330
N -23.1739 -22.8357 -2.7141
C -24.2111 -23.6875 -2.0866
C -25.5548 -23.3645 -2.7045
O -25.8577 -22.0117 -2.4896
C -26.2876 -21.3248 -3.6585
H -19.7957 -19.4331 -2.4021
H -20.9902 -18.7330 -3.4803
H -19.9430 -20.0456 -4.0811
H -20.2775 -21.5377 -1.4221
H -20.3407 -22.2923 -3.0223
H -22.5444 -21.9730 -0.9318
H -21.7404 -23.4925 -1.2558
H -23.5926 -21.9201 -2.8541
H -24.1412 -23.6077 -0.9977
H -23.9651 -24.7288 -2.3402
H -26.3346 -24.0064 -2.2779
H -25.4870 -23.5950 -3.7780
H -26.4445 -20.2880 -3.3721
H -27.2206 -21.7428 -4.0418
H -25.5129 -21.3498 -4.4351
C -25.3315 -24.4848 -7.0362
O -24.2838 -23.7490 -6.4198
C -23.6842 -22.8141 -7.3130
C -22.4743 -22.1785 -6.6551
N -21.3009 -23.0508 -6.6217
C -20.0761 -22.3431 -6.2510
C -18.9604 -23.3283 -6.0079
O -19.2404 -24.0753 -4.8493
C -18.2881 -25.1045 -4.6353
H -25.4323 -25.4347 -6.5092
H -25.0967 -24.7139 -8.0774
H -26.2703 -23.9337 -6.9647
H -24.3894 -22.0093 -7.5497
H -23.3967 -23.3133 -8.2477
H -22.7910 -21.9773 -5.6216
H -22.2519 -21.2144 -7.1283
H -21.2126 -23.5558 -7.4965
H -20.3075 -21.8018 -5.3334
H -19.7722 -21.6155 -7.0154
H -17.9877 -22.8116 -5.9502
H -18.8207 -23.9737 -6.8948
H -17.3078 -24.6855 -4.3905
H -18.2018 -25.7418 -5.5201
H -18.6207 -25.6959 -3.7844

Values from the calculation:
Net charge ... +1
Kohn-Sham gap ... 9.624 eV
HOMO ... -12.38 eV

How is the electron density shared among the atoms? According to Löwdin, the charges in e are: 0.84, -0.09, -0.19, -0.23, -0.20, -0.12, -0.20, -0.22, -0.18, -0.08, 0.10, 0.10, 0.08, 0.13, 0.11, 0.14, 0.13, 0.10, 0.13, 0.10, 0.13, 0.11, 0.09, 0.09, 0.08, -0.08, -0.27, -0.21, -0.21, -0.13, -0.19, -0.23, -0.24, -0.08, 0.09, 0.09, 0.10, 0.14, 0.13, 0.11, 0.13, 0.12, 0.10, 0.14, 0.14, 0.13, 0.10, 0.10, 0.09

***

Below is a structure of composition C9H39B5NOZr in a non-equilibrium geometry, with properties calculated with ωB97M-V/def2-TZVPD.

Atoms and positions in Å:
Zr -29.2966 -7.5213 -34.4311
B -28.6075 -5.2795 -34.5911
H -28.4698 -4.2325 -34.8125
H -29.6077 -5.6006 -34.8379
H -28.0262 -5.8428 -35.3045
H -28.4645 -5.6402 -33.5843
B -31.6880 -7.1157 -34.4046
H -32.7406 -7.1072 -34.6418
H -31.3863 -8.0236 -33.9057
H -31.1438 -6.9940 -35.3283
H -31.3939 -6.2907 -33.7745
B -29.8505 -9.7128 -35.1880
H -30.7095 -10.3658 -35.1884
H -29.0003 -10.0025 -35.7859
H -30.1017 -8.7372 -35.5746
H -29.5816 -9.4761 -34.1702
B -29.4622 -7.4822 -32.0842
H -29.7736 -6.4863 -32.3587
H -28.4186 -7.6528 -32.2987
H -29.6829 -7.5976 -31.0343
H -30.0116 -8.1937 -32.6810
B -27.1254 -8.1500 -34.3686
H -27.2848 -7.2043 -33.8742
H -27.6897 -8.8088 -33.7269
H -27.6781 -8.0390 -35.2886
H -26.0835 -8.4035 -34.4894
C -27.0945 -5.7921 -30.4632
C -27.8594 -4.4356 -29.9166
C -26.9890 -3.2403 -30.3783
C -27.6926 -1.9296 -30.4478
C -28.9711 -2.0670 -31.2917
C -29.9360 -3.1401 -30.8256
N -29.1745 -4.4066 -30.5637
O -29.9493 -5.4544 -30.0936
C -30.9225 -2.6873 -29.6718
C -30.8618 -3.4703 -32.0830
C -27.9998 -4.4184 -28.3364
H -27.5319 -6.7464 -30.1698
H -26.0393 -5.9508 -30.2408
H -27.1154 -5.7528 -31.5523
H -26.1693 -3.2574 -29.6600
H -26.4488 -3.5017 -31.2882
H -27.1491 -1.0539 -30.8027
H -28.0485 -1.7802 -29.4285
H -28.7348 -2.2250 -32.3440
H -29.3979 -1.0995 -31.0276
H -30.3271 -2.4380 -28.7934
H -31.4871 -1.7675 -29.8250
H -31.6576 -3.4802 -29.5338
H -31.2456 -2.5813 -32.5835
H -30.3166 -4.0543 -32.8246
H -31.6653 -4.1748 -31.8681
H -28.1318 -3.4546 -27.8447
H -27.0621 -4.7906 -27.9237
H -28.7570 -5.1002 -27.9493
H -29.7284 -6.1626 -30.7029

Values from the calculation:
Net charge ... -1
Kohn-Sham gap ... 8.005 eV
HOMO ... -5.21 eV

How is the electron density shared among the atoms? According to Löwdin, the charges in e are: 1.59, -0.41, 0.01, -0.06, -0.02, -0.04, -0.38, 0.00, -0.04, -0.04, -0.03, -0.36, 0.00, -0.01, -0.08, -0.05, -0.43, -0.01, -0.02, 0.04, -0.03, -0.40, -0.05, -0.02, -0.04, 0.02, 0.00, -0.41, -0.17, -0.19, -0.14, -0.44, -0.11, -0.04, -0.03, -0.02, -0.03, 0.07, 0.07, 0.07, 0.11, 0.11, 0.11, 0.10, 0.12, 0.11, 0.06, 0.07, 0.07, 0.08, 0.06, 0.08, 0.06, 0.06, 0.07, -0.01

***

Below is a structure of composition C22H60B2F7N4O8PtV in a non-equilibrium geometry, with properties calculated with ωB97M-V/def2-TZVPD.

Atoms and positions in Å:
V 1.4688 -1.1920 -0.6659
Pt -1.7532 1.2366 1.5404
C -0.5762 -1.5844 -3.4388
O 0.3304 -0.8539 -4.2106
O -0.0202 -1.9058 -2.1676
C -1.9731 -0.8872 -3.6083
F -2.3421 -0.7677 -4.8535
F -2.8691 -1.6814 -3.0506
F -2.0709 0.3129 -3.0740
C 0.5546 -1.1422 -5.6004
C 1.5535 -0.0209 -6.1210
H 2.3783 0.1214 -5.4228
H 2.0371 -0.2823 -7.0622
H 1.1640 0.9757 -6.3290
H -0.2542 -1.0797 -6.3285
H 1.0728 -2.0801 -5.8003
H -0.7242 -2.5307 -3.9592
B 0.1384 0.1393 0.7161
H 1.1055 0.4964 0.3978
H -0.0717 0.4499 1.7278
H -0.5061 0.5138 -0.0641
H 0.0580 -0.9302 0.5975
B -0.3165 -2.6779 3.7796
F -0.1531 -3.5974 2.6943
F 0.1603 -1.3825 3.4627
F -1.6502 -2.6031 4.0716
F 0.4500 -3.0317 4.8510
C 0.1403 4.1877 -0.7434
C -1.3169 3.6890 -0.9562
O -1.9436 3.1520 0.2616
O 1.0627 3.1101 -0.7495
H 0.2212 4.7155 0.2069
H 0.4719 4.8264 -1.5620
H -1.2894 2.9450 -1.7524
H -2.0186 4.4386 -1.3218
H -2.6242 3.7827 0.5076
H 1.7060 3.0938 -0.0371
C 3.2811 2.1785 -2.9183
C 3.1707 0.8711 -2.1476
C 3.5327 0.9250 -0.6730
O 3.3353 -0.2795 0.0337
C 3.8120 -0.1781 1.4649
N 1.7988 0.4761 -2.2027
H 2.8200 3.1053 -2.5771
H 2.9065 2.1644 -3.9418
H 4.3272 2.4816 -2.9639
H 3.7408 0.1225 -2.6978
H 3.1349 1.7857 -0.1353
H 4.5868 1.2010 -0.7010
H 3.3742 -0.9738 2.0677
H 3.3733 0.7491 1.8337
H 4.8817 -0.3006 1.6346
H 1.3851 1.3222 -1.8380
H 1.4055 0.3110 -3.1182
C -4.8247 -1.2057 -0.4384
C -4.0417 -0.0296 0.2141
C -4.7534 0.8157 1.3059
O -3.8028 1.7888 1.7317
C -4.3289 2.4986 2.9081
N -2.8403 -0.5771 0.7688
H -4.4657 -1.8935 -1.2041
H -5.6664 -0.7771 -0.9825
H -5.1761 -1.9722 0.2523
H -3.9000 0.7027 -0.5806
H -5.1548 0.1545 2.0738
H -5.6000 1.3912 0.9314
H -4.6076 1.8159 3.7107
H -5.2440 3.0884 2.8539
H -3.6619 3.2692 3.2946
H -3.1429 -1.2707 1.4377
H -2.5691 -1.2585 0.0744
C -0.9208 0.1086 5.6398
C -1.6388 0.8945 4.5675
C -0.7461 2.1880 4.1721
O -1.1716 2.7929 2.9752
C -0.5569 4.0914 2.9749
N -2.1868 0.1765 3.4774
H -0.6919 0.5622 6.6041
H 0.1038 -0.1971 5.4280
H -1.3976 -0.8621 5.7753
H -2.5027 1.3855 5.0156
H 0.2969 1.8902 4.0647
H -0.6531 2.8184 5.0565
H 0.5315 4.0347 2.9613
H -0.8685 4.7553 3.7813
H -0.8416 4.6326 2.0726
H -1.5053 -0.5399 3.2710
H -2.9596 -0.3330 3.8815
C 1.6522 -4.8948 -0.7543
C 2.6544 -3.9471 0.0437
C 3.7471 -3.2420 -0.8348
O 3.0800 -2.4115 -1.7524
C 3.1985 -3.0349 -3.0372
N 1.8473 -2.9711 0.7287
H 0.7463 -4.5048 -1.2184
H 1.2001 -5.6994 -0.1744
H 2.1512 -5.2981 -1.6355
H 3.1080 -4.6650 0.7272
H 4.4051 -3.9763 -1.2995
H 4.3009 -2.4820 -0.2836
H 2.6826 -2.3968 -3.7546
H 2.6014 -3.9205 -3.2546
H 4.2070 -3.3212 -3.3360
H 2.3411 -2.6103 1.5325
H 1.0993 -3.4809 1.1767

Values from the calculation:
Net charge ... +1
2S+1 ... 6
⟨S²⟩ ... 8.76
Kohn-Sham gap (alpha / beta) ... 6.758 / 7.741 eV
HOMO (alpha / beta) ... -9.11 / -10.42 eV

Löwdin population analysis, charges in e, atoms 1 to 99: 0.82, 1.25, -0.38, -0.15, -0.25, -0.64, 0.18, 0.15, 0.16, -0.20, -0.06, 0.05, 0.07, 0.07, 0.11, 0.11, 0.15, -0.51, -0.03, -0.03, -0.02, -0.02, -1.31, 0.08, 0.08, 0.15, 0.16, -0.18, -0.13, -0.18, -0.09, 0.11, 0.13, 0.12, 0.13, 0.09, 0.08, -0.04, -0.38, -0.19, -0.28, 0.03, 0.05, 0.07, 0.08, 0.08, 0.15, 0.11, 0.14, 0.08, 0.10, 0.10, 0.07, 0.08, -0.03, -0.38, -0.15, -0.33, -0.05, 0.01, 0.08, 0.09, 0.09, 0.14, 0.14, 0.14, 0.09, 0.10, 0.09, 0.12, 0.12, -0.04, -0.37, -0.17, -0.32, -0.06, 0.01, 0.09, 0.08, 0.09, 0.13, 0.13, 0.13, 0.11, 0.11, 0.07, 0.05, 0.12, -0.03, -0.33, -0.16, -0.25, -0.06, 0.04, 0.07, 0.08, 0.06, 0.14, 0.13

***

Energy relative to the best compared isomer or geometry (same formula, charge and spin), record by record: 0.00; 12.15; 0.00; 141.04 kcal per mole
E_tot, record by record: -2384.3580; -1485.3944; -667.1963; -3506.9933 Eh